# 1
Computed, not measured: a cluster of 5 separate species, C23H47F9N3O8 in total, with wB97M-V/def2-TZVPD.

Output
Multiplicity: 1
Orbital gap: 5.73 eV
LUMO: -4.9527 eV
Charge: +1

Positions of all 90 atoms, in Å:
1 C 0.925 -0.655 -7.173
2 F -4.113 -2.657 -0.480
3 H 4.637 -1.347 4.562
4 F -0.503 -0.955 -0.987
5 H -2.668 2.438 -2.567
6 C 3.867 0.549 -2.913
7 C -2.948 -2.193 -0.843
8 C -2.501 2.018 7.130
9 H 0.471 -1.197 3.434
10 C -2.095 1.101 3.853
11 N -3.870 2.439 1.051
12 H 0.968 -2.871 5.189
13 H -2.720 0.759 -2.900
14 C -3.881 1.800 -0.091
15 O -2.576 0.607 6.996
16 H 4.744 -2.459 -3.503
17 F -1.291 1.796 0.745
18 H 4.669 0.930 -3.554
19 H 2.964 1.129 -3.104
20 H 2.126 -0.826 -1.111
21 H 5.529 -1.176 -2.571
22 H 3.072 0.028 -5.940
23 H -4.963 2.627 -2.646
24 N -2.915 1.199 -0.805
25 H 4.147 0.674 -1.864
26 H 0.197 -1.368 -7.576
27 N -5.097 1.616 -0.823
28 H 0.936 0.545 -8.969
29 H 4.101 -1.244 -6.622
30 F -0.354 -0.426 1.056
31 H -4.086 -0.750 7.030
32 H -1.858 0.382 3.058
33 H 2.534 -0.002 3.029
34 H 4.064 -1.880 6.154
35 H -1.457 2.283 7.291
36 F -0.743 1.443 -1.266
37 O -3.458 0.981 4.220
38 H -3.484 1.977 1.873
39 C -3.820 0.159 6.482
40 H -0.368 -0.853 4.956
41 C -3.716 -0.180 5.011
42 H 2.526 2.449 -9.040
43 O 2.210 -1.215 -7.383
44 C 3.091 -1.007 -6.289
45 C -1.570 1.042 -0.299
46 O 2.731 -2.069 4.582
47 H -2.947 -0.940 4.844
48 F -2.198 -3.219 -1.061
49 F -1.853 -2.327 1.175
50 C 4.582 -1.698 -2.732
51 H -3.084 2.346 7.996
52 C -3.131 1.511 -2.232
53 H 3.185 -2.925 -1.638
54 O 1.611 1.668 -7.355
55 F -3.321 -0.791 1.078
56 C 2.632 -1.081 -0.177
57 C 4.120 -2.384 -1.464
58 C 0.761 0.667 -7.896
59 C 1.472 -1.900 5.212
60 H -2.857 2.532 6.233
61 H -4.672 -0.591 4.673
62 H 3.494 -0.335 5.464
63 H 4.877 -3.112 -1.159
64 O 3.976 -1.458 -0.395
65 C 3.779 -1.364 5.232
66 C 0.615 -0.892 4.475
67 H 3.474 2.472 -7.540
68 H 1.595 -1.611 6.260
69 H 2.091 -1.894 0.323
70 C -2.351 -1.398 0.381
71 H -1.425 0.942 4.698
72 H -5.184 0.830 -2.758
73 F -3.062 -1.460 -1.917
74 O 3.590 -0.806 -3.228
75 H -4.605 0.900 6.658
76 C 1.860 0.789 3.366
77 H -4.155 3.400 1.182
78 H -1.939 2.113 3.472
79 H -5.241 0.624 -0.611
80 H 3.260 0.945 -8.414
81 C -4.683 1.653 -2.263
82 H 0.723 -0.538 -6.103
83 H 1.148 1.030 2.568
84 O 1.166 0.419 4.546
85 H -0.269 1.015 -7.760
86 H 2.451 1.677 3.586
87 C 2.777 1.884 -8.136
88 C -1.168 -0.456 0.024
89 H 2.627 -0.207 0.475
90 H 2.828 -1.673 -5.464

Atoms 1-3, force components in eV/Å:
0.06 -0.26 -0.34
-1.71 0.01 0.23
-0.04 -0.07 -0.02

# 2
Computed, not measured: a cluster of 8 separate species, C23H47N5O13 in total, with wB97M-V/def2-TZVPD.

Output
Multiplicity: 1
Orbital gap: 4.20 eV
LUMO: 4.1862 eV
Charge: -2

Positions of all 88 atoms, in Å:
1 O -1.279 0.720 -3.497
2 C 1.702 2.636 -3.931
3 H -0.347 1.760 -6.232
4 H 2.425 2.750 -3.123
5 H 2.722 -0.674 -1.549
6 C 3.283 3.582 1.152
7 H 0.483 -6.289 -2.538
8 H -1.987 -4.392 3.916
9 C -0.936 2.197 -5.425
10 C 2.774 3.304 2.511
11 N 3.667 -0.872 -1.846
12 O 5.151 0.737 1.844
13 C -3.071 1.853 4.598
14 O -2.022 -2.783 1.217
15 H -5.578 3.341 -2.241
16 O 4.613 -2.338 -3.390
17 O -1.450 0.792 0.988
18 O 0.675 -0.430 -1.101
19 H 0.316 -2.732 2.649
20 C -2.321 0.917 6.608
21 H -0.994 -5.722 -3.361
22 H -0.658 3.250 -5.448
23 H 1.823 -2.635 -0.900
24 H -3.633 4.395 1.227
25 H -4.035 1.433 4.309
26 H 3.723 4.576 1.070
27 H -2.750 2.043 0.492
28 H -0.670 -2.827 4.205
29 H 1.502 -5.425 -1.080
30 H 1.948 0.462 0.305
31 C -3.919 2.512 -1.106
32 H -2.015 4.006 0.836
33 C -0.277 -4.589 -1.529
34 N 0.919 -4.615 -0.928
35 H 4.352 -0.743 -0.022
36 H 2.362 2.257 -4.711
37 H 5.049 0.472 -1.256
38 C -4.569 3.560 -1.891
39 O -3.168 1.873 6.037
40 C 4.327 1.669 1.801
41 H -4.683 4.498 -1.348
42 H -3.278 -6.097 2.770
43 H 1.713 3.449 2.714
44 C -0.638 -2.561 3.148
45 H 0.953 -3.237 0.608
46 O -1.117 -3.672 -1.422
47 H 2.568 -3.624 0.211
48 C 2.508 -1.529 -3.895
49 H 2.094 -0.526 -3.785
50 C -0.512 1.524 -4.081
51 H -0.980 1.440 4.310
52 C 0.021 0.866 1.084
53 H 2.460 3.394 0.463
54 C 1.589 -3.474 -0.245
55 H -0.992 -6.520 -1.669
56 H -0.840 -1.490 3.157
57 H 0.960 1.498 -0.627
58 O 3.253 1.950 2.695
59 H -2.899 2.798 4.082
60 H 0.397 0.472 2.028
61 N -2.146 -4.297 2.923
62 H 3.391 3.927 3.159
63 H -2.018 2.240 -5.546
64 C 4.790 -0.556 -1.002
65 C -1.694 -3.215 2.332
66 C 3.671 -1.558 -3.011
67 O -1.776 0.178 5.620
68 H -3.805 -4.657 1.755
69 H 0.472 1.659 -2.467
70 O 4.360 2.667 0.897
71 N 0.494 2.031 -3.406
72 C -2.981 -5.228 2.183
73 C -0.511 -5.865 -2.395
74 H 0.146 1.935 1.258
75 H 1.822 -2.292 -3.529
76 H 1.522 3.675 -4.206
77 C 0.952 0.527 -0.132
78 H -2.410 -5.632 1.347
79 H -2.075 0.163 3.605
80 H 5.564 -1.311 -1.137
81 H -2.795 4.903 -0.384
82 H 2.728 -1.685 -4.951
83 C -1.888 0.849 4.431
84 O -4.053 1.345 -1.475
85 N -3.152 2.770 -0.083
86 O -2.264 0.537 7.832
87 C -2.994 4.150 0.379
88 H -4.065 3.551 -2.858

Atoms 1-3, force components in eV/Å:
1.52 1.70 -2.26
0.44 1.51 1.07
-0.56 -0.27 -0.36

# 3
Computed, not measured: a structure of composition C23H47N9O19P, with wB97M-V/def2-TZVPD.

Output
Multiplicity: 1
Orbital gap: 5.28 eV
LUMO: 0.8045 eV
Charge: -1

Positions of all 99 atoms, in Å:
1 H -2.277 -0.345 -3.254
2 O -1.769 -8.146 1.513
3 H 3.129 2.532 -2.008
4 H -0.730 2.070 1.383
5 O -0.085 -9.374 2.111
6 C -3.156 -4.645 -1.146
7 H 2.212 1.328 4.354
8 O -8.797 -2.952 -1.046
9 C 0.971 -1.294 -3.258
10 O 9.065 6.784 3.402
11 O -0.097 -0.846 -4.123
12 C -0.566 2.717 0.468
13 H -8.906 -0.181 -2.622
14 N -0.581 -8.398 1.572
15 C 7.790 4.677 0.369
16 H -4.021 -0.090 1.853
17 C 3.203 2.443 -0.881
18 N -9.282 -1.969 -1.575
19 C 0.578 2.113 -0.495
20 C 1.031 -3.745 -0.661
21 H 0.277 2.191 -1.589
22 C -4.762 -2.704 -0.680
23 N 6.503 3.974 0.121
24 O -6.102 -1.106 -6.056
25 H 0.699 4.974 -0.612
26 H -0.231 3.733 0.868
27 H 8.566 3.919 0.461
28 H -4.339 -3.303 -7.112
29 N 8.628 7.446 2.479
30 C 7.963 8.733 2.813
31 C 0.554 -1.166 -1.669
32 H 1.024 -7.064 1.708
33 H 7.976 5.331 -0.481
34 H 1.063 -4.840 -0.435
35 H 1.407 -2.327 -3.482
36 H 2.495 5.214 -0.498
37 H 2.030 3.221 0.869
38 P -1.480 -1.541 -3.274
39 H -2.871 -5.730 -0.950
40 O 2.811 -0.676 6.642
41 C 1.316 1.026 4.893
42 N -5.152 -1.851 -5.848
43 C 0.357 -7.436 0.933
44 H -7.676 -0.639 -1.405
45 C 1.691 4.503 -0.884
46 H 6.938 8.677 2.451
47 N 0.173 1.108 3.945
48 H 4.076 3.122 -0.538
49 H 0.027 0.084 0.426
50 N 3.654 -1.242 5.963
51 H -5.810 -0.104 1.757
52 O -0.851 -0.966 -1.716
53 C -2.665 -2.600 -2.163
54 H 4.966 -2.768 6.530
55 H -4.696 -1.734 -7.900
56 H 8.515 9.527 2.313
57 H -2.191 -1.915 -4.495
58 C -4.379 -4.156 -0.447
59 H 3.465 1.402 -0.524
60 O 0.237 0.412 2.950
61 H 7.704 5.250 1.283
62 C -4.915 0.507 1.676
63 H 1.891 -0.638 -3.319
64 O 8.685 7.146 1.298
65 O 1.402 -0.096 -1.249
66 O -5.717 0.734 -0.488
67 O 4.300 -0.735 5.068
68 C 0.868 -2.582 -1.011
69 O -3.876 1.749 0.037
70 H -0.218 -6.623 0.495
71 C -3.853 -1.883 -1.575
72 H -4.128 -0.806 -1.717
73 H 7.985 8.869 3.891
74 H -4.964 1.357 2.355
75 C -8.336 -1.000 -2.192
76 H -3.291 -1.877 -6.797
77 O -4.838 -2.318 -4.776
78 H 3.274 -2.992 7.070
79 C 1.874 3.038 -0.245
80 O 6.441 3.279 -0.882
81 H 1.126 1.694 5.730
82 H 3.697 -3.240 5.348
83 O -0.744 1.862 4.231
84 C 0.889 0.602 -0.082
85 H -7.778 -1.530 -2.963
86 N -2.305 -3.930 -1.980
87 H 1.387 -0.002 5.231
88 H -4.953 -4.861 0.210
89 H 0.907 -7.977 0.164
90 N -4.826 1.044 0.293
91 C 3.918 -2.677 6.253
92 H -1.535 2.911 -0.089
93 C -4.303 -2.220 -7.010
94 O -10.474 -1.713 -1.643
95 H 1.797 4.488 -2.013
96 H 1.758 0.655 0.660
97 H -5.688 -2.298 -0.186
98 O 5.608 4.145 0.938
99 H -0.689 -2.744 -3.336

Atoms 1-3, force components in eV/Å:
0.15 0.03 0.14
0.39 -0.25 0.12
0.14 -0.52 1.26

So what do the calculations give for E_HOMO? Going down the list: -10.69, -0.01, -4.48 eV.